# 1
Computed, not measured: 2 unconnected molecules or ions with the total composition C6H9NO2, with ωB97M-V with the def2-TZVPD basis set.

```
! RIJCOSX wB97M-V def2-TZVPD def2/J DEFGRID3
* xyz 0 1
C 1.39216 0.19566 -0.32026
C 0.78090 1.49345 -0.78367
C 2.84445 0.25121 0.08274
N -2.26636 -1.81651 -0.07486
C 0.59749 -1.03612 0.04850
C -2.79893 -0.87399 0.48506
C -3.72508 -0.04809 0.85925
O 1.05526 -0.96333 -1.18636
O 0.34876 -1.79852 0.92652
H -1.45340 -2.40288 0.05720
H 1.38072 1.92705 -1.58549
H 0.76970 2.20459 0.04102
H -0.22812 1.34047 -1.16092
H 3.46022 0.61480 -0.74067
H 2.96045 0.92453 0.93028
H 3.20531 -0.73501 0.36679
H -4.57018 0.24402 0.25830
H -3.75333 0.47868 1.79656
*
```

Properties
SMILES   CC1(C)OC1=O.C=C=N
Lowest unoccupied orbital energy   0.59 eV



# 2
Computed, not measured: a molecular structure, AsF6H30O15, with ωB97M-V with the def2-TZVPD basis set.

```
! RIJCOSX wB97M-V def2-TZVPD def2/J DEFGRID3
* xyz -1 1
As 9.82474 9.33912 6.03928
F 11.25963 9.56175 7.09149
F 8.90597 10.39484 7.17580
F 8.40478 8.95105 5.04622
F 10.70514 8.24190 4.89604
F 9.28954 8.03178 7.07308
F 10.20527 10.80726 5.00481
O 9.39407 16.92134 2.92591
H 9.78079 17.57789 3.50524
H 8.62323 16.60800 3.39905
O 17.15097 8.16662 6.69710
H 16.19959 8.23009 6.61290
H 17.48098 8.97577 6.30645
O 15.63284 13.18714 3.93125
H 15.38263 13.94106 4.46532
H 14.81680 12.90364 3.51901
O 6.14769 4.49384 11.95233
H 5.89266 4.25493 11.06120
H 5.73361 3.83192 12.50608
O 8.02422 15.43496 8.68460
H 8.62717 14.69246 8.64761
H 7.52015 15.37544 7.87306
O 6.59220 10.08616 11.91383
H 6.64143 9.21307 11.52457
H 6.39971 10.66671 11.17752
O 10.75515 2.85944 8.27211
H 10.00418 3.42951 8.10692
H 11.45247 3.45474 8.54706
O 12.18930 1.83198 4.07818
H 12.11169 1.75217 5.02889
H 11.67683 2.61047 3.86008
O 6.52922 12.67468 0.77966
H 7.10129 13.43376 0.66675
H 6.97365 12.13428 1.43286
O 10.87863 12.32894 12.40609
H 9.92419 12.25782 12.42094
H 11.17771 11.67767 13.04061
O 13.00179 4.94110 -0.56351
H 13.41559 5.68475 -0.12535
H 12.27603 4.69749 0.01109
O 4.82192 3.46422 7.33704
H 4.56643 2.80817 6.68853
H 5.07799 4.22706 6.81865
O 2.76412 7.93038 5.03020
H 2.29633 7.55931 4.28206
H 3.61221 8.19644 4.67499
O 15.49350 13.33141 9.92957
H 15.28435 14.06145 9.34687
H 14.66542 12.86275 10.03384
O 8.57937 4.34585 2.06309
H 8.45653 5.28010 2.23136
H 7.74306 4.05558 1.69900
*
```

Properties
Lowest unoccupied orbital energy   1.83 eV



# 3
Computed, not measured: C5H11NO in the gas phase, with ωB97M-V with the def2-TZVPD basis set.

```
! RIJCOSX wB97M-V def2-TZVPD def2/J DEFGRID3
* xyz 0 1
C -2.19833 0.67799 -1.31774
C -0.83746 0.73701 -0.56403
C -0.69438 -0.24554 0.63289
C 0.76102 -0.56811 0.96913
C 1.51296 -1.60173 0.31290
O 2.69532 -1.64757 0.37274
N -0.56075 2.14954 -0.19202
H -3.02445 1.33546 -0.72147
H -2.56336 -0.29901 -1.44196
H -2.10291 1.14268 -2.35839
H -0.17878 0.51513 -1.37294
H -1.26739 0.23396 1.46437
H -1.32719 -1.20506 0.55024
H 1.20536 0.51875 0.80507
H 0.90397 -0.87555 2.00856
H 1.09351 -2.41511 -0.40010
H -1.07327 2.40801 0.61046
H -0.56572 2.77680 -0.98058
*
```

Properties
SMILES   C[C@@H](N)CCC=O
Lowest unoccupied orbital energy   0.99 eV



Energy relative to the best compared isomer or geometry (same formula, charge and spin) for the records above, in order: 93.1; 89.2; 53.0 kcal/mol
HOMO-LUMO gap for the records above, in order: 0.316; 0.418; 0.377 Ha
Max |F| for the records above, in order: 4.1; 2.3; 4.3 eV/A